No. 1
A molecular structure, C26H26CuN5OPS, computed with the ωB97M-V functional and the def2-TZVPD basis.

CARTESIAN COORDINATES (ANGSTROEM)
Cu (0.03165, 0.28088, 0.26437)
N (0.53932, -3.44323, -1.69726)
C (-0.56856, -4.30762, -1.83220)
C (-0.43108, -5.50438, -2.51424)
C (-1.51868, -6.35610, -2.66290)
C (-2.75154, -6.00209, -2.14778)
C (-2.89648, -4.79461, -1.47352)
C (-1.80672, -3.96288, -1.30275)
S (-2.00104, -2.43825, -0.40028)
N (-0.59241, -1.59985, -0.77206)
C (0.43372, -2.13564, -1.32033)
C (1.59874, -1.25081, -1.57552)
C (2.49559, -1.48094, -2.61282)
C (3.53474, -0.58806, -2.81511)
C (3.65491, 0.50820, -1.97700)
C (2.71554, 0.67131, -0.97297)
N (1.71342, -0.18343, -0.77408)
H (1.40537, -3.76430, -2.09044)
H (0.53498, -5.77719, -2.92474)
H (-1.39526, -7.29344, -3.18759)
H (-3.60585, -6.65457, -2.26443)
H (-3.85628, -4.49909, -1.06738)
H (2.36839, -2.32172, -3.28104)
H (4.23798, -0.74115, -3.62260)
H (4.45321, 1.22624, -2.09852)
H (2.76069, 1.51718, -0.29764)
C (-1.35007, 3.42586, -1.07174)
P (-1.19831, 1.60087, -1.16229)
C (-0.78502, 1.38785, -2.93145)
C (-2.93351, 1.05211, -1.05602)
C (-3.46913, 0.92200, 0.22524)
C (-4.76830, 0.48056, 0.40781)
C (-5.55173, 0.16508, -0.69361)
C (-5.03424, 0.30637, -1.97179)
C (-3.72905, 0.74339, -2.15398)
H (-2.03815, 3.78999, -1.83448)
H (-0.36479, 3.86564, -1.23463)
H (-1.70236, 3.72497, -0.08589)
H (-1.42450, 2.01115, -3.55507)
H (-0.89614, 0.33898, -3.20752)
H (0.25208, 1.68597, -3.09201)
H (-2.84755, 1.19112, 1.07282)
H (-5.17768, 0.36048, 1.40403)
H (-6.56716, -0.18167, -0.55426)
H (-5.64839, 0.08477, -2.83491)
H (-3.33306, 0.83216, -3.15684)
N (-3.56064, -0.09473, 4.40532)
C (-2.42195, -0.45731, 5.05147)
O (-2.40484, -0.89476, 6.17986)
C (-1.14642, -0.25272, 4.27644)
C (0.01448, 0.02833, 4.98787)
C (1.19933, 0.20069, 4.29554)
C (1.17994, 0.12135, 2.91420)
N (0.06738, -0.13731, 2.22022)
C (-1.06570, -0.35210, 2.89733)
H (-4.43653, -0.19598, 4.89022)
H (-3.55644, 0.32779, 3.49686)
H (-0.03628, 0.09468, 6.06672)
H (2.12669, 0.39167, 4.81664)
H (2.08584, 0.25150, 2.33539)
H (-1.91835, -0.66863, 2.30845)

Atomic forces in eV per Å
-0.59 0.20 -0.29
0.03 0.08 0.04
-0.22 -0.20 -0.09
0.07 0.04 0.00
0.02 -0.02 -0.01
-0.09 0.02 0.05
0.03 -0.01 -0.02
0.10 0.32 0.10
-0.17 -0.32 0.08
0.40 0.13 -0.20
-0.37 -0.22 0.07
0.44 0.12 -0.15
-0.11 -0.04 0.06
0.07 0.08 0.01
-0.01 -0.06 -0.03
0.08 -0.06 -0.03
0.26 -0.12 -0.21
0.07 0.02 0.03
-0.02 0.00 -0.01
0.01 0.01 0.00
0.02 -0.01 -0.01
-0.01 -0.03 -0.02
0.00 0.00 0.01
-0.01 -0.02 0.00
-0.01 0.00 0.01
0.00 0.00 -0.02
0.11 -0.16 0.00
-0.09 0.18 0.13
0.07 -0.06 0.24
0.03 0.02 0.05
0.00 0.06 -0.07
-0.01 -0.06 0.07
-0.03 0.01 -0.04
-0.01 0.02 -0.03
0.08 -0.02 0.03
-0.02 0.02 0.02
-0.02 0.04 0.02
-0.02 0.00 0.00
-0.01 -0.04 -0.06
0.02 0.01 -0.05
0.00 -0.01 0.01
-0.01 -0.06 0.09
0.01 0.07 -0.01
0.01 0.00 0.00
0.00 -0.05 0.02
-0.04 0.00 -0.02
-0.04 -0.13 0.02
-0.06 0.04 -0.12
0.04 0.05 0.00
0.08 -0.02 0.05
-0.03 -0.02 -0.05
-0.01 -0.03 0.07
-0.02 -0.04 0.07
0.00 0.13 0.13
-0.01 -0.09 0.16
0.02 -0.02 0.02
0.02 0.07 -0.01
0.02 -0.04 0.00
0.00 0.03 -0.03
-0.02 0.05 -0.01
-0.05 0.14 -0.05

Computed properties:
total charge = +1
calculated total energy = -101642.9106 eV
LUMO energy = -3.0 eV
frontier orbital gap = 0.26318 Eh

=====

No. 2
5 unconnected molecules or ions with the total composition C20H25N5 at a distorted geometry, computed with the ωB97M-V functional and the def2-TZVPD basis.

CARTESIAN COORDINATES (ANGSTROEM)
C (6.95419, 25.87687, 47.34622)
C (7.86663, 27.03881, 47.71534)
C (8.21184, 26.84321, 49.08266)
N (7.54014, 25.66287, 49.40870)
C (6.92865, 25.01972, 48.33379)
H (6.51186, 25.72279, 46.46522)
H (8.41359, 27.69836, 46.94134)
H (8.89282, 27.49678, 49.70242)
H (7.79402, 25.31111, 50.44736)
H (6.50514, 24.05077, 48.43972)
C (7.48736, 26.86729, 56.44183)
C (8.29936, 27.97636, 55.71819)
C (7.41963, 28.57928, 54.91488)
N (6.16659, 28.03962, 55.05975)
C (6.15622, 27.03693, 55.96603)
H (7.82524, 26.10974, 57.10118)
H (9.30122, 28.02353, 55.66811)
H (7.64885, 29.42852, 54.17128)
H (5.36167, 28.52361, 54.66059)
H (5.26730, 26.69401, 56.22194)
C (5.84799, 19.32438, 53.92943)
C (6.26501, 18.80607, 55.36513)
C (7.18893, 19.76621, 55.74855)
N (7.41325, 20.58943, 54.72752)
C (6.67795, 20.34107, 53.61644)
H (5.20842, 18.93394, 53.11435)
H (6.16163, 18.01603, 56.12392)
H (7.60443, 19.89389, 56.59469)
H (8.09334, 21.24078, 54.78764)
H (6.82734, 20.94071, 52.82003)
C (7.34751, 23.83092, 51.97028)
C (8.91822, 24.02467, 51.81551)
C (9.21058, 25.24206, 52.45230)
N (8.04244, 25.73777, 52.95261)
C (7.03013, 24.83305, 52.78173)
H (6.86386, 23.14822, 51.55520)
H (9.58963, 23.50849, 51.29317)
H (10.07381, 25.89791, 52.49593)
H (8.03217, 26.65605, 53.31801)
H (6.23816, 25.00377, 53.13933)
C (10.33694, 21.69553, 55.66199)
C (9.33650, 22.10791, 56.73343)
C (8.52662, 23.09067, 56.24557)
N (8.93681, 23.30503, 54.86184)
C (9.89966, 22.40894, 54.49447)
H (11.11743, 20.89728, 55.89220)
H (9.45558, 21.75657, 57.69587)
H (7.83748, 23.70876, 56.86679)
H (8.61817, 24.18353, 54.38970)
H (10.35363, 22.36889, 53.52537)

Atomic forces in eV per Å
3.60 3.84 0.55
0.20 -0.95 -0.17
-1.31 -0.18 -3.46
2.63 -0.32 4.92
0.43 0.54 3.54
-1.36 -0.39 -3.43
-1.43 -0.86 1.62
-1.14 -1.39 -0.46
-1.25 0.28 -3.64
-0.40 -0.36 0.16
-1.10 2.85 -2.68
-4.19 -4.08 1.89
0.00 2.27 -2.04
-0.17 1.62 -1.10
5.98 1.39 0.06
0.31 -0.28 0.50
3.27 0.46 0.21
-0.73 -1.54 1.33
0.31 -0.64 0.37
-3.61 -2.09 1.33
-0.14 -2.87 1.08
0.29 2.26 -1.70
-4.09 -2.46 -6.11
-0.89 -0.46 -0.25
-0.16 -1.45 3.72
0.16 -0.24 1.21
-1.13 0.00 -1.21
3.15 0.76 5.79
2.29 2.46 0.00
0.09 1.56 -2.64
9.63 5.12 2.85
-4.76 3.46 2.56
-0.78 -1.35 -1.61
0.85 -1.18 0.22
8.75 -0.56 -4.60
-4.32 -5.89 -3.04
2.31 -2.26 -2.06
0.11 -0.57 -0.08
-0.67 0.70 0.88
-11.25 2.59 4.93
-2.62 0.71 0.57
2.44 0.20 -3.52
1.44 0.22 -1.14
-2.01 1.03 2.19
1.94 -0.71 2.95
-1.28 1.29 -1.03
-0.29 -0.58 1.90
0.49 -0.46 -1.36
0.60 -1.74 0.27
-0.17 0.27 -0.27

Computed properties:
total charge = 0
calculated total energy = -28587.8971 eV
LUMO energy = 0.4 eV
SMILES string = c1cc[nH]c1.c1cc[nH]c1.c1cc[nH]c1.c1cc[nH]c1.c1cc[nH]c1
frontier orbital gap = 0.30855 Eh